# 1
ORCA calculation (ωB97M-V with the def2-TZVPD basis set) on a molecular structure, C3H6N2O3.

Structure (ORCA input):
```
! RIJCOSX wB97M-V def2-TZVPD def2/J DEFGRID3
* xyz 0 1
O -1.4174 1.1086 1.6448
O 2.3890 0.3310 -0.0467
O 0.5047 2.1773 1.4351
N -0.9675 -1.4250 -1.5727
N 1.2977 -0.0388 -0.6520
C -1.0236 -0.7882 -0.3374
C -0.2467 1.1434 1.1326
C 0.1624 0.2063 0.0081
H 0.4383 2.6665 2.2163
H -1.0224 -1.4736 0.7472
H -2.0267 -0.3302 -0.0658
H 0.2986 -1.5064 -1.8571
H -1.2475 -2.4794 -1.6069
H 2.8610 0.4086 -1.0456
*
```

Its LUMO energy is -0.21 eV. The HOMO energy comes out at -0.32982 Ha. The energy above the lowest of the compared OMol25 structures with the same formula, charge and spin comes out at 151.2 kcal per mole.


# 2
ORCA calculation (ωB97M-V with the def2-TZVPD basis set) on 2 unconnected molecules or ions with the total composition C5H12IN2O.

Structure (ORCA input):
```
! RIJCOSX wB97M-V def2-TZVPD def2/J DEFGRID3
* xyz 1 1
I -0.2925 -3.4384 -1.4662
O -0.8594 2.0577 1.3149
N 1.8681 -1.5417 -1.4661
N -0.0056 -0.4084 0.1165
C 0.5589 -1.5731 -1.6430
C 0.4650 1.7440 1.1311
C 0.7888 0.7895 0.0393
C -1.4530 -0.1905 0.1009
C -1.7437 0.8914 1.2377
H 2.3641 -0.7093 -1.7278
H -2.8449 1.1839 0.9832
H 0.9461 1.2873 2.1035
H 2.1948 -2.3733 -1.0050
H 0.7764 2.7439 0.9751
H 0.1953 -0.7572 -2.2563
H 0.1853 -1.0786 0.9085
H 1.8192 0.4409 0.0140
H 0.5905 1.2584 -1.0575
H -2.0854 -0.9904 0.3651
H -1.6603 0.2401 -0.8519
H -1.8075 0.4236 2.1841
*
```

Its LUMO energy is -4.08 eV. The HOMO energy comes out at -0.48293 Ha. The energy above the lowest of the compared OMol25 structures with the same formula, charge and spin comes out at 17.8 kcal per mole.


# 3
ORCA calculation (ωB97M-V with the def2-TZVPD basis set) on 2 unconnected molecules or ions with the total composition C3H10OS.

Structure (ORCA input):
```
! RIJCOSX wB97M-V def2-TZVPD def2/J DEFGRID3
* xyz 0 1
S -0.2762 1.3667 -0.1727
O 0.5631 -3.2270 -0.1839
C 1.7195 -2.5185 -0.5788
C -0.9948 0.5878 1.2922
C -0.8087 2.9921 -0.5614
H -0.2346 -2.8544 -0.6790
H -1.9924 3.0231 -0.9297
H -1.7842 1.0158 1.8958
H 2.4263 -3.2101 -0.0457
H -1.3374 -0.4301 0.9729
H -0.2274 3.2496 -1.4281
H 1.8274 -2.5348 -1.6649
H -0.6142 3.7003 0.2208
H -0.0606 0.3322 2.0704
H 1.7942 -1.4927 -0.2080
*
```

Its LUMO energy is 0.87 eV. The HOMO energy comes out at -0.30995 Ha. As for the SMILES: CSC.CO. The energy above the lowest of the compared OMol25 structures with the same formula, charge and spin comes out at 43.6 kcal per mole.


| no. | largest force on an atom (eV Å⁻¹) |
| --- | --- |
| 1 | 7.2 |
| 2 | 4.4 |
| 3 | 4.0 |